[1]
Entry from the Open Molecules 2025 dataset: a 5-piece molecular cluster, C45H95N5O5 overall (ωB97M-V/def2-TZVPD).

Structure (XYZ):
```
150
Properties=species:S:1:pos:R:3:mulliken_charge:R:1
C -4.81 -2.93 3.92 -1.859
C -3.90 -3.20 2.70 1.877
C -2.71 -2.23 2.81 -2.116
C -3.45 -4.64 2.72 -1.202
C -4.52 -5.62 2.32 -0.864
C -5.04 -5.25 0.94 -1.168
C -5.51 -3.79 0.81 1.519
C -5.43 -3.54 -0.71 -1.831
C -6.97 -3.69 1.27 -1.731
N -4.54 -2.89 1.42 1.097
O -5.07 -1.57 1.38 -0.604
H -5.62 -3.66 3.97 0.370
H -4.27 -2.96 4.87 0.411
H -5.37 -1.98 3.91 0.327
H -2.98 -1.17 2.75 0.454
H -2.12 -2.33 3.72 0.495
H -2.04 -2.34 1.94 0.009
H -2.57 -4.65 2.07 0.186
H -3.01 -4.85 3.70 0.490
H -4.14 -6.64 2.30 0.448
H -5.27 -5.67 3.11 0.452
H -5.90 -5.90 0.78 0.476
H -4.21 -5.48 0.26 0.249
H -6.13 -4.22 -1.22 0.464
H -4.48 -3.66 -1.24 -0.019
H -5.75 -2.55 -1.08 0.456
H -7.59 -4.34 0.67 0.452
H -7.29 -2.64 1.21 0.404
H -7.09 -3.86 2.34 0.297
H -4.37 -1.12 0.89 0.366
C -4.54 -2.61 -4.39 -2.054
C -3.15 -2.15 -3.95 1.873
C -2.33 -1.61 -5.13 -1.868
C -3.31 -1.00 -2.92 -1.142
C -2.05 -0.75 -2.14 0.645
C -1.62 -2.02 -1.39 0.994
C -1.42 -3.22 -2.33 1.109
C -0.01 -3.15 -2.93 -1.927
C -1.40 -4.49 -1.45 -1.395
N -2.51 -3.30 -3.28 1.209
O -2.64 -4.53 -3.94 -0.579
H -4.55 -3.33 -5.21 0.402
H -5.01 -3.12 -3.54 0.248
H -5.20 -1.83 -4.77 0.444
H -1.62 -0.82 -4.90 0.085
H -1.86 -2.50 -5.57 0.356
H -2.96 -1.25 -5.95 0.534
H -3.59 -0.10 -3.49 0.522
H -4.16 -1.20 -2.26 -0.030
H -1.22 -0.45 -2.78 -1.263
H -2.08 -0.06 -1.29 0.876
H -2.28 -2.18 -0.53 -0.886
H -0.64 -1.71 -1.01 -0.178
H 0.05 -2.28 -3.59 0.230
H 0.13 -3.97 -3.63 0.487
H 0.74 -3.12 -2.15 0.422
H -0.89 -4.25 -0.51 0.227
H -0.95 -5.30 -2.02 0.448
H -2.36 -4.81 -1.02 -0.076
H -3.47 -4.89 -3.60 0.317
C 2.39 5.24 1.20 -2.601
C 1.94 5.23 2.68 1.723
C 2.03 6.74 3.12 -1.890
C 0.51 4.75 2.71 -0.732
C -0.02 4.56 4.14 -0.989
C 0.97 3.57 4.83 -0.906
C 2.45 3.98 4.82 1.461
C 2.73 5.04 5.89 -1.831
C 3.22 2.68 5.11 -1.821
N 2.83 4.39 3.47 1.306
O 4.19 4.68 3.29 -0.567
H 1.78 5.91 0.58 0.479
H 3.41 5.60 1.16 0.581
H 2.27 4.25 0.75 0.413
H 3.10 6.96 3.04 0.443
H 1.40 7.27 2.40 0.455
H 1.67 7.03 4.11 0.259
H -0.21 5.27 2.07 0.537
H 0.56 3.72 2.31 -0.154
H -0.01 5.50 4.70 0.382
H -1.04 4.18 4.10 0.468
H 0.72 2.61 4.38 -0.185
H 0.61 3.63 5.86 0.518
H 1.89 5.70 6.09 0.347
H 3.58 5.64 5.59 0.319
H 2.88 4.56 6.86 0.459
H 3.22 2.50 6.19 0.460
H 4.26 2.65 4.79 0.363
H 2.77 1.82 4.62 0.318
H 4.44 4.19 2.49 0.342
C 1.93 -0.59 3.46 -1.940
C 1.78 -0.48 1.93 2.193
C 0.31 -0.17 1.63 -1.216
C 2.53 0.77 1.46 0.326
C 4.05 0.68 1.56 -0.923
C 4.50 -0.50 0.69 -1.080
C 3.70 -1.83 0.77 1.729
C 3.65 -2.37 -0.67 -1.824
C 4.42 -2.80 1.68 -2.027
N 2.33 -1.62 1.24 1.113
O 1.57 -2.79 1.40 -0.441
H 1.39 0.22 3.96 0.344
H 1.35 -1.45 3.83 0.470
H 2.95 -0.74 3.82 0.283
H 0.27 -0.05 0.55 -0.005
H -0.38 -0.92 2.02 0.093
H -0.04 0.75 2.12 0.170
H 2.36 0.84 0.38 -0.209
H 2.22 1.64 2.03 -0.778
H 4.54 1.65 1.41 0.373
H 4.29 0.58 2.63 0.359
H 5.51 -0.71 1.06 0.486
H 4.56 -0.14 -0.34 0.178
H 3.56 -3.46 -0.66 0.391
H 4.63 -2.23 -1.15 0.460
H 2.88 -1.91 -1.28 0.126
H 4.13 -3.86 1.61 0.346
H 4.38 -2.57 2.75 0.332
H 5.47 -2.95 1.38 0.495
H 1.78 -3.12 2.29 0.261
C 2.95 4.79 -2.82 -2.050
C 2.77 3.33 -3.24 1.975
C 4.09 2.57 -3.35 -1.571
C 1.88 2.75 -2.12 -1.180
C 1.29 1.38 -2.45 0.372
C 0.62 1.37 -3.83 -0.835
C 1.39 2.06 -4.98 1.894
C 2.42 1.02 -5.51 -2.066
C 0.44 2.33 -6.12 -1.850
N 1.98 3.29 -4.48 0.287
O 2.69 3.95 -5.51 -0.515
H 3.21 4.96 -1.77 0.303
H 3.67 5.27 -3.48 0.465
H 2.00 5.33 -2.94 0.437
H 4.13 1.64 -2.76 0.132
H 4.34 2.21 -4.35 0.351
H 4.93 3.14 -2.94 0.399
H 2.53 2.72 -1.24 0.032
H 1.10 3.43 -1.76 0.444
H 2.16 0.72 -2.49 -0.127
H 0.59 1.01 -1.69 0.182
H -0.38 1.81 -3.82 0.368
H 0.51 0.33 -4.13 -0.150
H 1.93 0.21 -6.05 0.438
H 3.04 0.50 -4.78 0.359
H 3.01 1.56 -6.26 0.482
H 0.95 2.44 -7.08 0.364
H -0.19 3.20 -5.93 0.474
H -0.33 1.56 -6.23 0.276
H 2.20 4.76 -5.70 0.332
```

Output
SMILES string: CC1(C)CCCC(C)(C)N1O.CC1(C)CCCC(C)(C)N1O.CC1(C)CCCC(C)(C)N1O.CC1(C)CCCC(C)(C)N1O.CC1(C)CCCC(C)(C)N1O
Maximum force: 2.7 eV/Å
HOMO energy: -0.28905 Ha
LUMO level: 0.48 eV
ΔE to the lowest compared entry with this formula, charge and spin: 36.4 kcal per mole

***

[2]
Entry from the Open Molecules 2025 dataset: a 2-piece molecular cluster, C6H12NO3 overall (ωB97M-V/def2-TZVPD).

Structure (XYZ):
```
22
Properties=species:S:1:pos:R:3:mulliken_charge:R:1
C 1.79 -1.04 2.04 -0.262
C 1.69 -2.54 2.00 -1.112
C 0.32 -0.43 2.14 0.347
O -0.06 0.15 1.10 -0.657
O -0.19 -0.60 3.25 -0.737
H 2.47 -0.67 2.83 0.314
H 2.28 -0.65 1.13 0.224
H 1.02 -2.77 1.16 0.232
H 1.17 -2.84 2.92 0.247
H 2.53 -3.21 1.78 0.359
C -0.18 0.11 -1.98 0.350
C -1.45 -0.77 -2.07 -1.136
C -0.64 1.59 -2.17 0.304
O -1.16 1.89 -3.22 -0.626
N -0.23 2.40 -1.14 -0.465
H 0.27 -0.02 -0.99 -0.112
H 0.34 -0.04 -2.93 0.254
H -2.32 -0.16 -1.85 0.283
H -1.51 -1.45 -1.22 0.314
H -0.80 3.20 -0.95 0.235
H 0.14 1.99 -0.29 0.307
H -1.69 -1.39 -2.93 0.337
```

Output
Maximum force: 3.0 eV/Å
Net charge: -1
HOMO energy: -0.16417 Ha
LUMO level: 3.70 eV
ΔE to the lowest compared entry with this formula, charge and spin: 19.6 kcal per mole

***

[3]
Entry from the Open Molecules 2025 dataset: C41H62N4O4Ti as an isolated structure (ωB97M-V/def2-TZVPD).

Structure (XYZ):
```
112
Properties=species:S:1:pos:R:3:mulliken_charge:R:1
Ti 0.48 -1.61 -0.92 0.412
C 1.86 -4.40 -3.11 -1.368
N 2.03 -3.00 -2.74 1.079
C 1.71 -2.14 -3.87 -1.273
C 3.37 -2.75 -2.21 -1.686
C 3.36 -2.49 -0.70 -0.693
N 2.59 -1.31 -0.27 1.049
C 2.66 -1.20 1.21 -1.942
C 1.41 -0.69 1.87 1.118
C 1.45 0.27 2.87 -0.339
C 0.34 0.52 3.66 -0.482
C -0.81 -0.23 3.42 -0.201
C -0.90 -1.22 2.46 -0.809
C 0.23 -1.44 1.63 0.699
O 0.30 -2.38 0.70 -0.609
C -2.13 -2.12 2.33 2.591
C -3.19 -1.89 3.41 -2.387
C -1.68 -3.59 2.45 -1.721
C -2.78 -1.87 0.97 -1.301
C 0.34 1.54 4.80 2.308
C -0.13 0.87 6.10 -1.848
C -0.61 2.69 4.45 -1.651
C 1.74 2.11 5.06 -1.934
C 3.16 -0.10 -0.86 -1.624
C 2.32 1.13 -0.65 0.576
C 2.88 2.28 -0.12 -0.590
C 2.16 3.47 -0.08 -0.680
C 0.88 3.46 -0.62 0.092
C 0.29 2.33 -1.18 -1.201
C 1.01 1.12 -1.17 0.644
O 0.56 -0.01 -1.69 -0.152
C -1.07 2.37 -1.87 2.423
C -2.04 1.43 -1.14 -1.343
C -0.90 1.92 -3.33 -1.424
C -1.69 3.77 -1.90 -2.425
C 2.84 4.71 0.49 2.268
C 4.16 4.96 -0.26 -1.807
C 1.98 5.97 0.35 -2.253
C 3.16 4.49 1.97 -1.463
H 2.46 -4.66 -3.99 0.359
H 0.82 -4.60 -3.33 0.299
H 2.17 -5.03 -2.28 0.438
H 2.45 -2.23 -4.68 0.349
H 1.64 -1.10 -3.54 0.297
H 0.73 -2.42 -4.27 0.368
H 3.84 -1.92 -2.75 0.337
H 4.02 -3.62 -2.37 0.485
H 4.41 -2.39 -0.36 0.504
H 2.91 -3.36 -0.21 0.417
H 3.52 -0.57 1.49 0.183
H 2.84 -2.21 1.61 0.614
H 2.38 0.79 3.04 0.472
H -1.68 -0.04 4.03 0.599
H -2.78 -2.01 4.41 0.435
H -3.99 -2.62 3.29 0.465
H -3.64 -0.90 3.33 0.396
H -1.28 -3.77 3.45 0.384
H -0.90 -3.81 1.72 0.149
H -2.51 -4.26 2.28 0.461
H -3.10 -0.83 0.90 0.187
H -3.65 -2.50 0.83 0.573
H -2.07 -2.07 0.16 -0.122
H -1.16 0.54 6.03 0.340
H -0.05 1.57 6.92 0.487
H 0.49 0.00 6.32 0.368
H -1.62 2.32 4.28 0.302
H -0.28 3.19 3.55 0.229
H -0.64 3.41 5.26 0.494
H 2.43 1.33 5.34 0.384
H 1.68 2.83 5.87 0.492
H 2.12 2.63 4.18 0.128
H 3.23 -0.25 -1.95 0.554
H 4.19 0.06 -0.48 0.307
H 3.90 2.24 0.24 0.436
H 0.32 4.38 -0.62 0.820
H -1.60 0.43 -1.02 -0.064
H -2.97 1.34 -1.70 0.547
H -2.27 1.82 -0.14 0.270
H -0.51 0.91 -3.38 0.072
H -0.22 2.59 -3.85 0.279
H -1.86 1.94 -3.84 0.496
H -1.89 4.15 -0.90 0.426
H -2.64 3.73 -2.44 0.439
H -1.04 4.47 -2.43 0.456
H 3.96 5.10 -1.33 0.365
H 4.84 4.13 -0.15 0.320
H 4.64 5.85 0.12 0.489
H 1.77 6.17 -0.69 0.413
H 2.52 6.82 0.77 0.464
H 1.05 5.86 0.89 0.375
H 3.84 3.65 2.11 0.308
H 2.25 4.28 2.53 0.108
H 3.63 5.37 2.39 0.526
O -6.46 -0.26 -3.53 -0.505
C -6.04 -1.52 -3.98 -0.459
N -4.70 -1.73 -3.50 0.011
C -4.08 -2.91 -3.80 -0.112
O -4.55 -3.67 -4.63 -0.668
C -2.88 -3.22 -3.01 1.119
C -2.73 -4.58 -2.64 -1.130
C -1.65 -4.92 -1.84 -0.822
C -0.76 -3.95 -1.44 -0.914
N -0.86 -2.63 -1.81 1.120
C -1.92 -2.30 -2.60 -1.287
H -7.37 -0.13 -3.79 0.298
H -6.04 -1.59 -5.08 0.297
H -6.71 -2.32 -3.60 0.314
H -4.46 -1.22 -2.67 0.184
H -3.46 -5.30 -2.98 0.471
H -1.51 -5.95 -1.52 0.529
H 0.09 -4.19 -0.80 0.420
H -1.97 -1.27 -2.94 0.802
```

Output
Maximum force: 3.4 eV/Å
HOMO energy (alpha / beta): -0.17730 / -0.17350 Ha
LUMO level (alpha / beta): 0.29 / 0.29 eV

***

[4]
Entry from the Open Molecules 2025 dataset: a 6-piece molecular cluster, H12O5S2 overall (ωB97M-V/def2-TZVPD).

Structure (XYZ):
```
19
Properties=species:S:1:pos:R:3:mulliken_charge:R:1
S 2.99 0.38 -0.06 -0.203
S 3.76 -0.65 -1.82 -0.185
H 2.90 1.53 -0.76 0.164
H 3.69 -1.91 -1.36 0.163
O -0.69 2.23 -1.09 -0.712
H -0.80 2.04 -0.14 0.335
H -1.59 1.99 -1.37 0.354
O -2.46 0.09 0.61 -0.626
H -2.01 0.31 1.43 0.318
H -1.95 -0.59 0.15 0.343
O -1.82 0.03 3.47 -0.671
H -0.97 -0.11 3.92 0.328
H -2.14 0.86 3.87 0.328
O 0.25 -0.28 -1.99 -0.508
H -0.16 -0.68 -2.76 0.273
H -0.07 0.64 -1.91 0.313
O 0.30 -2.36 -0.02 -0.609
H 0.55 -1.87 -0.81 0.328
H 0.24 -1.66 0.64 0.266
```

Output
SMILES string: SS.O.O.O.O.O
Maximum force: 1.2 eV/Å
HOMO energy: -0.31469 Ha
LUMO level: -0.15 eV
ΔE to the lowest compared entry with this formula, charge and spin: 19.9 kcal per mole

***

[5]
Entry from the Open Molecules 2025 dataset: C20H12Cl3FN3O5ReSbSe4 as an isolated structure (ωB97M-V/def2-TZVPD).

Structure (XYZ):
```
50
Properties=species:S:1:pos:R:3:mulliken_charge:R:1
Re -0.81 -1.69 1.40 1.519
Cl 6.25 -2.65 1.40 -0.181
C 4.61 -2.28 1.80 0.301
C 3.61 -2.50 0.88 -0.830
C 2.32 -2.20 1.25 0.936
Cl 1.06 -2.46 0.04 -0.178
C 1.92 -1.69 2.48 -0.470
O 0.59 -1.45 2.80 -0.673
C 2.98 -1.45 3.36 0.846
Cl 2.73 -0.75 4.92 -0.206
C 4.30 -1.75 3.03 -0.835
H 3.84 -2.89 -0.11 0.511
H 5.08 -1.56 3.76 0.456
N -1.12 2.54 1.07 0.071
C -1.32 1.34 1.59 -0.926
N -0.46 0.44 1.14 0.650
C 0.38 1.15 0.24 0.751
C 1.51 0.78 -0.50 -0.170
C 2.10 1.73 -1.30 -0.934
C 1.61 3.05 -1.37 -0.563
C 0.54 3.44 -0.60 -1.129
C -0.05 2.47 0.19 0.616
H -1.65 3.37 1.32 0.258
H -2.10 1.15 2.30 0.352
H 1.93 -0.21 -0.45 0.037
H 2.96 1.46 -1.89 0.473
H 2.10 3.76 -2.02 0.431
H 0.17 4.46 -0.63 0.455
F -0.86 -3.54 1.71 -0.546
O -3.42 -0.03 0.10 -0.565
C -2.65 -0.54 -0.68 0.756
O -1.67 -1.41 -0.33 -0.697
C -2.66 -0.20 -2.12 0.652
C -3.85 0.20 -2.72 -0.727
C -3.87 0.54 -4.07 -0.540
C -2.69 0.50 -4.81 -0.678
C -1.53 0.13 -4.17 0.094
C -1.48 -0.24 -2.85 -0.421
N -0.26 0.12 -4.95 1.018
O -0.34 0.17 -6.15 -0.588
O 0.78 0.07 -4.32 -0.583
H -4.76 0.24 -2.13 0.491
H -4.79 0.84 -4.54 0.423
H -2.68 0.75 -5.86 0.514
H -0.54 -0.52 -2.40 0.532
Se -0.02 1.79 5.07 -0.358
Sb -0.76 -0.39 5.43 1.153
Se -2.91 -1.43 2.39 0.087
Se -0.88 -2.21 6.85 -0.352
Se -3.20 -0.44 4.42 -0.234
```

Output
Maximum force: 1.3 eV/Å
Net charge: +1
HOMO energy (alpha / beta): -0.42779 / -0.42773 Ha
LUMO level (alpha / beta): -5.66 / -5.66 eV
ΔE to the lowest compared entry with this formula, charge and spin: 29.9 kcal per mole

***

- Which value of maximum force does entry 1 give?
  2.7 eV/Å

***

- Among the records above, which one has the lowest maximum force?
  H12O5S2

***

- The highest maximum force belongs to which entry?
  C41H62N4O4Ti

***

- The lowest maximum force belongs to which entry?
  H12O5S2